[1]
Entry from OMol25: an isolated molecule of C2H4S3 (the ωB97M-V functional and the def2-TZVPD basis).

Structure (XYZ):
```
9
Properties=species:S:1:pos:R:3:forces:R:3:nbo_charge:R:1
S 0.103 1.397 1.184 -1.48 1.48 -1.64 0.030
H 1.958 -0.703 -0.524 -0.99 0.50 0.35 0.251
H 0.901 0.808 1.982 1.24 -1.31 1.14 0.119
C 0.854 -0.801 -0.523 -1.01 0.13 -0.46 -0.523
H -2.388 1.426 -0.337 1.68 -1.63 -0.99 0.172
S -0.059 -1.626 0.796 -0.44 0.37 -0.25 0.119
H 0.404 -1.131 -1.435 0.78 -0.71 -1.00 0.217
C -0.260 0.062 0.009 1.57 0.12 1.98 -0.419
S -1.514 0.568 -1.151 -1.34 1.06 0.88 0.035
```
Forces are in eV/Å.

Computed properties:
Multiplicity = 1



[2]
Entry from OMol25: a structure of composition C53H54Ge2NOS5Ti (the ωB97M-V functional and the def2-TZVPD basis).

Structure (XYZ):
```
117
Properties=species:S:1:pos:R:3:forces:R:3:lowdin_charge:R:1
H -5.409 1.126 -0.198 0.06 0.00 0.00 0.117
C -1.161 -1.781 -7.177 -0.01 0.13 -0.03 -0.246
H -7.641 -0.177 1.018 -0.07 0.00 0.05 0.079
H -2.964 -2.912 -6.924 -0.07 -0.13 -0.01 0.076
H 3.567 -5.394 -2.115 0.05 0.00 0.03 0.078
C -3.462 -0.791 -4.832 0.64 -0.34 0.75 -0.168
H -4.619 1.883 -3.620 0.00 0.04 -0.01 0.084
H -3.859 -2.984 4.112 0.01 0.04 0.10 0.074
H -1.470 -3.842 -6.821 -0.02 -0.16 0.03 0.035
C -1.488 1.765 -5.841 0.01 0.02 0.04 -0.044
C 0.391 0.502 -6.896 -0.01 -0.07 0.02 -0.006
C -2.816 1.387 3.159 0.23 0.26 0.09 -0.071
C -0.159 -6.297 -2.721 -0.15 -0.11 0.08 -0.238
C -6.210 -0.845 -0.424 -0.07 -0.02 -0.10 -0.293
C -6.038 -3.061 -3.482 0.01 0.01 0.02 -0.022
H -7.158 -1.869 1.202 -0.06 -0.09 0.08 0.072
H 0.578 -2.657 -8.042 0.10 -0.18 -0.11 0.110
S -3.391 -0.627 1.371 0.08 0.06 -0.03 0.781
H -2.183 2.936 4.483 0.04 -0.02 0.10 0.103
Ge -0.507 -3.399 -1.779 0.59 -0.82 -0.65 0.616
H 1.978 -5.868 -1.480 0.06 -0.03 0.12 0.074
C 0.707 -5.777 -3.805 0.18 -0.05 -0.24 -0.205
C -5.204 -0.724 -3.024 -0.28 -0.08 0.22 -0.184
H -5.518 -5.462 -1.029 -0.06 0.03 -0.03 0.070
H 2.719 -4.477 -7.964 0.00 0.01 -0.13 0.069
H 0.292 -8.310 -3.296 0.00 0.01 -0.08 0.117
C -2.359 -3.994 2.223 -0.13 0.02 -0.03 -0.021
H -4.499 2.425 -1.932 0.00 0.03 0.01 0.082
H -0.901 2.635 -6.126 0.04 0.09 -0.06 0.077
C -6.350 -1.917 -1.288 0.06 0.17 0.03 -0.018
H -1.267 -6.443 -6.513 -0.02 0.01 -0.07 0.073
H -7.095 -3.218 -3.705 -0.04 -0.05 -0.08 0.086
H -0.604 3.914 2.800 0.01 0.13 -0.06 0.099
C -4.779 -0.598 -4.436 -0.12 0.00 -0.07 -0.231
H -3.219 1.442 -2.639 -0.14 0.10 -0.09 0.019
H 1.001 1.389 -6.785 0.05 0.13 -0.01 0.117
H -2.058 -3.297 -8.399 -0.04 -0.03 -0.08 0.085
C -3.724 -5.117 0.093 -0.08 -0.02 0.00 -0.256
C -3.734 -3.869 2.165 0.09 -0.08 0.11 -0.299
C -5.014 0.358 -2.154 -0.15 0.09 0.06 -0.219
H 0.728 -5.458 -7.173 -0.07 -0.02 -0.13 0.109
Ge -2.026 -1.415 -3.537 -0.02 -0.17 -0.98 0.065
C -5.861 -1.871 -2.587 0.01 0.20 -0.09 -0.257
H -5.495 -2.939 -4.416 -0.04 -0.10 -0.03 0.078
C 0.269 -5.870 -5.129 0.01 -0.11 -0.05 -0.276
Ti -1.870 -0.622 -0.745 2.63 -1.45 1.68 -0.157
H -6.155 0.181 -7.437 -0.01 0.01 -0.01 0.099
H -4.373 -6.813 -1.055 -0.05 -0.03 -0.06 0.077
C 1.967 -5.248 -3.531 0.07 -0.07 -0.02 -0.228
S -0.184 -1.115 0.520 -1.12 0.46 -0.65 0.079
C -2.099 2.508 3.495 -0.05 -0.23 -0.17 -0.073
H -1.150 -9.339 -1.573 0.02 0.05 0.01 0.096
H 0.333 -3.905 1.237 0.09 0.03 -0.01 0.036
S -0.821 0.250 -2.722 -0.60 -0.69 -0.14 0.266
C -1.088 -6.429 -5.439 0.04 -0.01 -0.02 -0.046
C -1.648 -4.686 1.250 -0.01 -0.13 -0.02 -0.223
S -2.844 -2.552 -1.665 -0.27 -0.04 -0.61 0.301
H 3.725 -4.369 -4.355 0.16 0.06 0.03 0.119
C -1.694 -0.636 -6.591 0.23 -0.03 -0.26 -0.167
H -2.341 -7.871 0.032 -0.07 -0.01 0.04 0.117
C -5.400 -0.081 -6.706 -0.06 0.01 -0.08 -0.068
C -5.523 0.281 -0.867 -0.17 -0.01 -0.16 -0.051
H 3.341 -3.248 -6.859 0.05 0.13 -0.07 0.065
O -2.082 1.163 -0.319 -0.08 2.07 0.06 -0.374
H -1.848 -5.810 -4.963 -0.14 0.05 0.05 0.073
C -4.303 1.599 -2.615 0.10 0.08 0.02 -0.035
C -2.332 -5.248 0.174 -0.08 0.04 0.30 -0.183
C -0.918 0.520 -6.452 0.05 0.07 -0.04 -0.211
C -0.168 -4.855 1.428 0.09 0.08 -0.08 -0.046
C -4.081 -0.237 -7.091 0.04 -0.01 -0.04 -0.033
H 2.554 0.314 -8.519 0.09 0.03 -0.04 0.074
C -4.462 -5.726 -1.064 -0.01 0.03 0.06 -0.043
C -4.402 -4.430 1.084 0.04 0.00 -0.03 -0.019
C -1.234 2.583 1.272 0.28 0.50 -0.01 -0.014
H -1.195 -7.440 -5.049 -0.08 -0.04 -0.05 0.071
H 4.162 -4.800 -6.993 0.08 -0.01 -0.05 0.076
H -0.649 3.001 0.466 -0.02 -0.09 -0.03 0.146
N -1.987 1.529 0.943 -0.58 0.28 1.31 -0.204
C -6.803 -0.872 0.952 0.00 0.06 -0.03 -0.066
H -6.054 -0.570 1.681 -0.03 0.01 0.10 0.025
H -5.353 -3.770 3.566 -0.06 -0.06 0.09 0.076
H -4.864 -2.216 2.889 -0.09 0.07 0.10 0.009
C -1.618 -6.058 -0.844 0.00 -0.08 -0.05 -0.245
H -2.524 1.915 -6.140 -0.02 0.09 0.00 0.080
C 2.754 -4.790 -4.577 -0.10 0.03 -0.12 -0.012
C -3.106 -0.579 -6.160 -0.23 -0.01 -0.05 -0.238
H -6.854 -2.812 -0.953 -0.09 -0.15 0.08 0.115
C -4.498 -3.173 3.252 -0.06 -0.02 -0.09 -0.078
C 1.080 -5.403 -6.151 -0.01 -0.02 0.02 -0.034
C 0.158 -1.762 -7.609 0.01 0.14 0.05 -0.011
H -5.478 -4.329 1.021 -0.16 -0.02 -0.04 0.110
C -1.246 3.087 2.547 -0.05 -0.06 -0.09 -0.065
C -1.969 -3.031 -7.345 0.00 0.00 0.00 -0.045
C -2.706 0.827 1.874 -0.29 -0.30 -0.33 -0.632
H 2.354 -4.167 -1.731 0.05 0.01 0.10 0.064
H -1.813 -3.556 3.047 0.03 0.07 0.12 0.121
C 2.361 -0.603 -7.963 -0.04 -0.01 0.08 -0.060
H 3.042 -0.631 -7.113 0.15 -0.01 0.01 0.079
H -4.031 -5.373 -2.001 -0.02 -0.01 -0.12 0.070
H 0.054 -5.154 2.453 0.05 -0.03 0.03 0.081
H 0.227 -5.604 0.744 0.10 -0.02 0.04 0.072
H -6.764 -0.102 -5.053 -0.08 0.00 0.05 0.121
C -0.849 -5.450 -1.842 -0.19 0.15 0.04 -0.253
C 3.185 -4.316 -6.995 -0.03 -0.02 0.07 -0.054
H -1.456 1.683 -4.754 -0.11 0.07 0.03 0.008
C -5.743 -0.247 -5.378 0.00 0.02 0.03 -0.030
H 2.569 -1.455 -8.606 0.08 -0.06 -0.04 0.067
C 0.942 -0.630 -7.479 0.00 -0.02 -0.08 -0.264
S -0.761 -3.095 -4.183 -0.38 0.44 0.20 0.291
C -0.272 -7.681 -2.617 0.11 -0.07 0.05 -0.053
H -3.790 -0.085 -8.121 0.04 0.02 -0.09 0.121
C -1.738 -7.441 -0.758 0.03 -0.03 0.06 -0.048
C 2.501 -5.172 -2.131 -0.07 0.10 0.08 -0.045
H -5.664 -3.950 -2.979 0.03 -0.12 -0.01 0.057
C 2.321 -4.848 -5.891 0.09 -0.01 0.08 -0.273
C -1.066 -8.260 -1.645 0.00 -0.15 0.02 -0.079
H -3.459 0.882 3.863 0.00 -0.02 0.04 0.107
```
Forces are in eV/Å.

Computed properties:
Multiplicity = 1
Total charge = -1



M readings, ordered: 124.26, 1074.44 g mol⁻¹
ΔE to the lowest compared entry with this formula, charge and spin readings, ordered: 30.8, 27.2 kcal per mole
Kohn-Sham gap readings, ordered: 9.32, 6.07 eV